# 1
Formula: C3H9NO2
Source: the OMol25 dataset
Level of theory: ωB97M-V/def2-TZVPD

As for the SMILES: CNCC=O.O. As for the relative energy (zero: lowest compared OMol25 entry of this formula, charge and spin): 47.9 kcal/mol. Its net charge is 0.

Each line ends with the natural charge from an NBO analysis.
Element x y z (Å)
C: -0.75 0.23 2.51  -0.42
N: -0.59 -0.44 1.23  -0.60
C: 0.62 0.14 0.53  -0.34
C: 0.26 0.16 -0.93  0.45
O: 0.42 1.12 -1.62  -0.54
H: 0.16 0.11 3.08  0.20
H: -1.63 -0.17 3.02  0.20
H: -0.96 1.32 2.49  0.17
H: -1.37 -0.32 0.61  0.35
H: 0.83 1.17 0.81  0.20
H: 1.39 -0.60 0.76  0.22
H: -0.36 -0.68 -1.28  0.11
O: 0.95 -0.91 -3.61  -0.95
H: 0.07 -1.18 -3.92  0.47
H: 0.96 0.05 -3.66  0.48

***

# 2
Formula: C23H27ClN4O6S
Source: the OMol25 dataset
Level of theory: ωB97M-V/def2-TZVPD

As for the SMILES: O=C(COc1ccccc1Cl)NNC(=O)c1cc(S(=O)(=O)N2CCOCC2)ccc1N1CCCC1. As for the relative energy (zero: lowest compared OMol25 entry of this formula, charge and spin): 29.8 kcal/mol. Its net charge is 0.

Each line ends with the natural charge from an NBO analysis.
Element x y z (Å)
O: 4.14 1.97 1.13  -0.63
C: 4.31 0.77 0.97  0.64
C: 5.61 0.16 0.45  -0.16
O: 5.40 -1.05 -0.24  -0.49
C: 4.61 -1.03 -1.36  0.26
C: 4.06 0.10 -1.93  -0.25
C: 3.25 0.00 -3.05  -0.21
C: 2.98 -1.24 -3.61  -0.22
C: 3.53 -2.38 -3.05  -0.20
C: 4.34 -2.28 -1.94  -0.08
Cl: 5.03 -3.69 -1.22  0.02
N: 3.38 -0.15 1.29  -0.45
N: 2.06 0.22 1.56  -0.45
C: 1.05 -0.33 0.81  0.66
O: 1.26 -1.27 0.07  -0.61
C: -0.29 0.22 1.15  -0.17
C: -1.17 -0.70 1.70  -0.14
C: -2.40 -0.30 2.17  -0.41
S: -3.54 -1.52 2.81  2.34
O: -2.80 -2.61 3.38  -0.94
O: -4.53 -0.86 3.60  -0.94
N: -4.32 -2.12 1.45  -0.67
C: -5.18 -1.19 0.77  -0.27
C: -6.06 -1.98 -0.20  -0.07
O: -5.27 -2.73 -1.10  -0.52
C: -4.44 -3.63 -0.42  -0.07
C: -3.50 -2.90 0.55  -0.27
C: -2.78 1.03 2.09  -0.15
C: -1.93 1.95 1.51  -0.28
C: -0.68 1.57 0.98  0.23
N: 0.08 2.49 0.33  -0.40
C: 1.20 2.19 -0.54  -0.24
C: 1.16 3.30 -1.60  -0.40
C: 0.69 4.49 -0.77  -0.41
C: -0.37 3.86 0.13  -0.21
H: 6.13 0.91 -0.16  0.21
H: 6.25 -0.09 1.30  0.23
H: 4.25 1.08 -1.51  0.22
H: 2.82 0.89 -3.48  0.22
H: 2.34 -1.32 -4.47  0.22
H: 3.33 -3.35 -3.47  0.23
H: 3.46 -1.12 1.00  0.43
H: 1.96 1.09 2.06  0.42
H: -0.86 -1.73 1.81  0.25
H: -5.78 -0.68 1.52  0.24
H: -4.58 -0.45 0.20  0.18
H: -6.66 -1.31 -0.81  0.20
H: -6.71 -2.65 0.37  0.17
H: -3.87 -4.16 -1.18  0.20
H: -5.05 -4.35 0.15  0.17
H: -2.92 -3.60 1.14  0.24
H: -2.82 -2.25 -0.03  0.19
H: -3.73 1.32 2.50  0.24
H: -2.25 2.98 1.46  0.22
H: 1.11 1.20 -0.98  0.22
H: 2.15 2.27 0.01  0.22
H: 0.42 3.06 -2.37  0.20
H: 2.12 3.46 -2.07  0.22
H: 1.52 4.87 -0.17  0.21
H: 0.29 5.30 -1.37  0.22
H: -1.35 3.87 -0.38  0.19
H: -0.47 4.38 1.08  0.20

***

# 3
Formula: C6H9NO2S
Source: the OMol25 dataset
Level of theory: ωB97M-V/def2-TZVPD

As for the SMILES: CC1(C)C(=O)NC(=O)[C@@H]1S. As for the relative energy (zero: lowest compared OMol25 entry of this formula, charge and spin): 2.5 kcal/mol. Its net charge is 0.

Each line ends with the natural charge from an NBO analysis.
Element x y z (Å)
C: 1.27 -0.89 1.03  -0.62
C: 0.45 -0.16 0.00  -0.09
C: 1.43 0.19 -1.17  -0.60
C: -0.04 1.20 0.56  0.68
O: 0.65 1.97 1.16  -0.57
N: -1.25 1.56 0.04  -0.65
C: -1.93 0.54 -0.55  0.66
O: -3.08 0.62 -0.92  -0.54
C: -1.07 -0.75 -0.49  -0.43
S: -1.81 -2.01 0.64  0.03
H: 1.59 -1.85 0.63  0.22
H: 0.60 -0.92 1.92  0.22
H: 2.14 -0.21 1.21  0.24
H: 1.99 -0.74 -1.20  0.22
H: 2.07 0.97 -0.87  0.23
H: 0.99 0.50 -2.15  0.22
H: -1.40 2.57 -0.11  0.44
H: -1.14 -1.33 -1.43  0.26
H: -1.44 -1.26 1.68  0.11

***

# 4
Formula: C6H13N2O
Source: the OMol25 dataset
Level of theory: ωB97M-V/def2-TZVPD

As for the relative energy (zero: lowest compared OMol25 entry of this formula, charge and spin): 115.7 kcal/mol. Its net charge is +1.

Each line ends with the natural charge from an NBO analysis.
Element x y z (Å)
C: 0.44 1.78 -0.20  -0.41
C: 1.26 0.49 -0.21  -0.48
C: -0.61 -1.29 -0.87  -0.52
C: -0.79 1.67 0.74  -0.30
C: -1.84 -0.53 -0.79  -0.10
C: 0.35 -0.71 0.16  0.30
N: -0.98 0.32 1.21  -0.10
N: 0.84 -1.60 1.33  -0.75
O: -2.02 -0.33 0.58  -0.36
H: 1.08 2.56 0.15  0.24
H: 0.23 2.10 -1.31  0.23
H: 1.53 0.33 -1.24  0.25
H: 2.13 0.57 0.51  0.23
H: -0.81 -2.30 -0.52  0.22
H: -0.14 -1.46 -1.84  0.26
H: -0.71 2.31 1.64  0.23
H: -1.68 1.88 0.26  0.23
H: -1.64 0.38 -1.45  0.18
H: -2.74 -0.99 -1.26  0.25
H: 0.22 -2.46 1.56  0.47
H: 0.94 -0.89 2.10  0.48
H: 1.76 -2.04 0.95  0.45

***

# 5
Formula: C11H70NO23
Source: the OMol25 dataset
Level of theory: ωB97M-V/def2-TZVPD

As for the relative energy (zero: lowest compared OMol25 entry of this formula, charge and spin): 7.6 kcal/mol. Its net charge is +1.

Each line ends with the Löwdin charge.
Element x y z (Å)
C: 1.41 1.02 -3.86  -0.02
C: 0.51 1.97 -2.88  -0.17
C: 0.70 1.57 -1.40  -0.18
C: -0.04 0.26 -1.05  -0.08
N: 0.25 -0.21 0.30  -0.15
C: 1.67 -0.70 0.42  -0.11
C: 1.66 -1.86 1.31  -0.11
C: 0.19 -2.16 1.64  -0.15
C: -0.67 -1.39 0.79  -0.09
C: 0.14 0.84 1.37  -0.09
C: -1.24 1.46 1.56  -0.20
C: -1.33 2.68 2.47  -0.03
H: 2.47 1.25 -3.39  0.12
H: 1.54 1.32 -4.86  0.04
H: 1.05 0.10 -3.88  -0.01
H: -0.29 2.12 -3.28  -0.02
H: 0.99 2.90 -3.02  0.09
H: 0.33 2.45 -0.95  0.08
H: 1.70 1.65 -1.21  0.06
H: 0.44 -0.34 -1.80  0.12
H: -1.05 0.73 -1.27  0.17
H: 2.32 0.06 0.55  0.09
H: 2.13 -1.16 -0.32  0.09
H: 2.34 -1.64 2.10  0.12
H: 2.10 -2.69 0.84  0.09
H: -0.03 -2.06 2.67  0.08
H: -0.12 -3.38 1.38  0.17
H: -1.75 -1.19 1.10  0.16
H: -0.68 -1.97 -0.17  0.14
H: 0.78 1.70 1.02  0.12
H: 0.63 0.63 2.38  0.16
H: -1.99 0.95 1.98  0.04
H: -1.73 1.66 0.65  0.09
H: -0.69 3.42 2.19  0.04
H: -1.02 2.51 3.43  0.06
H: -2.35 2.79 2.50  0.07
O: 0.04 -2.80 -5.15  0.01
H: -0.54 -2.04 -4.82  0.04
H: -0.33 -3.17 -5.80  -0.09
O: 3.35 -5.88 1.26  -0.01
H: 3.73 -5.07 1.44  0.00
H: 3.64 -6.08 0.35  0.08
O: -1.55 -0.60 -4.43  0.00
H: -1.27 0.29 -4.63  0.01
H: -2.44 -0.66 -4.55  0.02
O: -0.15 2.28 -7.60  -0.06
H: 0.06 1.47 -7.96  0.00
H: 0.77 2.74 -7.32  0.14
O: 0.53 -5.79 0.50  -0.03
H: 0.64 -6.68 0.71  0.03
H: 1.38 -5.51 0.86  0.02
O: -5.29 1.00 2.43  -0.03
H: -5.78 0.21 2.42  0.01
H: -4.35 0.92 2.50  -0.02
O: -2.58 3.73 -1.99  0.01
H: -1.96 4.12 -1.42  0.00
H: -3.32 4.27 -1.89  0.04
O: 3.46 2.95 -0.24  -0.07
H: 4.30 2.78 0.32  0.12
H: 3.40 3.89 -0.35  0.04
O: -1.52 4.68 -4.49  0.00
H: -1.98 4.47 -3.63  0.05
H: -0.67 4.89 -4.44  -0.03
O: 2.17 1.26 4.55  -0.03
H: 2.35 1.97 3.91  -0.02
H: 1.98 1.66 5.36  0.01
O: -0.21 -5.61 3.30  -0.02
H: -0.91 -5.72 2.71  -0.02
H: -0.52 -6.21 4.00  0.07
O: -0.85 6.38 1.47  0.00
H: -1.81 6.73 1.55  0.12
H: -0.62 5.87 0.86  -0.17
O: 2.67 2.91 2.53  -0.10
H: 2.64 3.24 1.51  0.09
H: 3.36 3.47 2.89  0.05
O: -0.43 -2.89 5.13  -0.10
H: -0.15 -3.80 5.09  0.01
H: -1.44 -2.90 4.89  0.05
O: 4.88 -0.68 0.83  0.01
H: 5.28 -0.37 0.04  0.03
H: 5.12 -1.56 0.96  0.01
O: -0.65 -0.12 4.67  -0.02
H: -0.73 -1.06 4.91  0.02
H: 0.26 -0.09 4.61  -0.02
O: -3.34 0.06 4.55  -0.07
H: -3.67 0.06 5.47  0.07
H: -2.37 0.02 4.64  -0.01
O: 2.23 -2.68 -3.03  -0.07
H: 1.68 -3.24 -2.45  -0.01
H: 1.68 -2.56 -3.78  -0.03
O: 0.18 -4.41 -2.02  -0.10
H: 0.06 -4.92 -1.15  0.03
H: -0.77 -4.32 -2.30  0.07
O: -2.84 -2.96 3.84  -0.12
H: -2.91 -3.20 2.83  0.07
H: -2.93 -1.97 3.61  0.05
O: -1.99 2.15 -5.45  -0.05
H: -1.76 3.03 -5.11  -0.01
H: -1.31 2.22 -6.09  -0.04
O: -0.08 5.25 -0.97  -0.07
H: 0.93 5.28 -0.95  0.09
H: -0.25 6.12 -1.39  0.08
O: -2.40 -3.96 1.23  0.03
H: -1.79 -4.52 0.98  -0.06
H: -2.68 -3.63 0.38  0.08

***

# 6
Formula: C26H33BrClF18N3O5P
Source: the OMol25 dataset
Level of theory: ωB97M-V/def2-TZVPD

Its net charge is +1.

Each line ends with the Löwdin charge.
Element x y z (Å)
C: 3.29 4.51 2.85  -0.07
C: 3.09 3.00 3.03  -0.16
C: 3.54 2.15 1.83  -0.23
F: 4.19 2.95 0.91  0.01
C: 2.41 1.32 1.14  -0.24
C: 2.37 0.04 1.97  -0.14
O: 3.42 -0.77 1.54  -0.12
C: 3.27 -2.09 1.95  -0.23
O: 2.38 -2.69 1.05  -0.11
C: 2.34 -4.10 1.16  -0.16
C: 1.50 -4.58 2.37  -0.21
O: 0.42 -3.70 2.63  -0.05
C: 2.77 1.20 -0.37  -0.17
C: 2.47 -0.11 -1.11  -0.10
C: 3.66 -0.66 -1.87  -0.74
O: 3.63 -0.95 -3.04  0.06
Cl: 5.17 -0.89 -0.95  0.74
N: 2.11 2.43 -0.91  -0.12
P: 1.66 2.66 -2.59  0.93
C: 3.11 2.25 -3.63  -0.23
C: 0.22 1.58 -3.01  -0.24
C: 1.41 3.02 0.06  -0.42
N: 1.05 4.25 0.22  -0.29
Br: 1.45 5.62 -0.95  0.86
N: 1.17 2.10 1.11  0.13
C: -0.11 1.47 1.00  -0.41
F: -0.86 2.19 0.12  0.13
F: -0.04 0.23 0.50  0.17
C: -0.88 1.39 2.37  -0.32
F: -1.52 0.22 2.47  0.17
F: 0.07 1.39 3.33  0.15
C: -1.79 2.60 2.67  -0.32
F: -1.96 2.65 4.00  0.18
F: -1.10 3.72 2.31  0.14
C: -3.20 2.69 2.02  -0.32
F: -3.82 3.68 2.72  0.17
F: -3.14 3.10 0.74  0.16
C: -4.12 1.43 2.13  -0.32
F: -5.39 1.90 2.11  0.17
F: -3.95 0.80 3.31  0.17
C: -3.99 0.45 0.92  -0.33
F: -2.78 0.55 0.34  0.14
F: -4.90 0.82 -0.01  0.17
C: -4.30 -1.02 1.27  -0.35
F: -3.38 -1.52 2.10  0.17
F: -5.52 -1.03 1.85  0.18
C: -4.38 -1.95 0.02  -0.53
F: -3.31 -1.80 -0.76  0.17
F: -5.49 -1.74 -0.69  0.19
F: -4.40 -3.21 0.48  0.18
H: 2.90 4.88 1.91  0.04
H: 4.35 4.72 2.83  0.08
H: 2.85 5.03 3.68  0.08
H: 3.72 2.74 3.87  0.12
H: 2.07 2.80 3.34  0.09
H: 4.28 1.45 2.19  0.15
H: 2.53 0.32 3.01  0.14
H: 1.41 -0.47 1.93  0.13
H: 2.89 -2.11 2.97  0.14
H: 4.25 -2.55 1.88  0.14
H: 3.35 -4.51 1.25  0.13
H: 1.93 -4.47 0.24  0.13
H: 1.11 -5.56 2.17  0.12
H: 2.15 -4.59 3.24  0.12
H: 0.62 -3.16 3.38  0.07
H: 3.82 1.38 -0.55  0.12
H: 2.15 -0.90 -0.44  0.11
H: 1.70 -0.03 -1.87  0.09
H: 3.44 3.17 -4.08  0.03
H: 2.82 1.56 -4.41  0.05
H: 3.95 1.86 -3.08  0.04
H: -0.64 2.22 -3.13  0.03
H: 0.46 1.05 -3.92  0.05
H: 0.02 0.86 -2.22  0.02
H: 0.54 4.51 1.05  0.10
C: -4.24 -3.29 -3.71  -0.17
C: -3.83 -4.68 -4.19  -0.16
C: -3.24 -4.37 -5.56  -0.20
O: -2.68 -3.06 -5.47  -0.14
C: -3.11 -2.43 -4.26  -0.22
H: -4.34 -3.21 -2.63  0.08
H: -5.19 -3.00 -4.16  0.12
H: -3.07 -5.09 -3.53  0.11
H: -4.66 -5.39 -4.23  0.11
H: -4.02 -4.36 -6.33  0.12
H: -2.47 -5.08 -5.85  0.12
H: -2.26 -2.40 -3.57  0.11
H: -3.42 -1.41 -4.48  0.12

***

no.,DFT total energy (eV),orbital gap (Ha)
1,-8840.8775,0.3759
2,-65891.6853,0.3229
3,-22788.3051,0.3707
4,-11449.6963,0.3576
5,-61112.6235,0.3593
6,-182964.5440,0.2731